This record from the OMol25 dataset describes a molecular structure, C35H18Cl5N4O10S4Y. The level of theory is wB97M-V/def2-TZVPD.

Geometry as XYZ:
```
77
Properties=species:S:1:pos:R:3:forces:R:3:mulliken_charge:R:1
Y -0.4543 -0.5062 0.0907 -0.2787 -0.3393 0.2179 1.063
O 5.4058 1.3032 4.6602 -0.0192 0.0671 -0.0050 -0.747
C 5.5234 1.0975 3.4381 0.0515 -0.1913 0.0323 0.533
O 6.5267 1.0975 2.7029 -0.0179 0.0707 -0.0137 -0.743
C 4.1952 0.7539 2.7141 -0.0041 0.0602 -0.0454 -1.037
C 4.1527 0.5200 1.3514 0.0157 0.0329 0.0394 -0.991
C 2.9391 0.2404 0.7429 -0.1278 0.0494 -0.0208 1.104
N 1.7854 0.1666 1.4232 -0.0151 -0.1632 -0.3098 0.541
C 1.8308 0.3482 2.7458 -0.0016 0.0515 -0.0394 1.080
C 3.0080 0.6561 3.4146 -0.0313 0.0111 0.0142 -0.960
C 0.5419 0.2078 3.4694 0.1346 0.0745 0.0888 0.269
C 0.5014 0.2725 4.8632 -0.0082 -0.0120 -0.0534 -1.056
C -0.7082 0.1641 5.5159 -0.0074 -0.0069 -0.0593 -0.551
C -1.8518 -0.0022 4.7541 -0.0667 0.0041 0.0531 -1.202
C -1.7213 -0.0690 3.3825 -0.0011 -0.0335 0.0383 -0.254
N -0.5594 0.0243 2.7340 0.0052 -0.0534 -0.0813 0.823
C 2.8771 -0.0795 -0.7052 0.0352 0.1306 -0.0499 -0.307
C 3.9209 0.2246 -1.5731 -0.0027 -0.0848 0.0301 -1.062
C 3.8632 -0.2335 -2.8760 -0.0057 0.0032 -0.0158 -0.514
C 2.7850 -1.0052 -3.2712 0.0129 0.0103 -0.0013 -1.020
C 1.7578 -1.1984 -2.3702 0.0140 -0.0495 0.0343 -0.516
N 1.7836 -0.7177 -1.1249 -0.3415 -0.0500 -0.2182 1.229
H 5.0866 0.5454 0.8092 -0.0019 0.0096 0.0050 0.570
H 3.0642 0.8332 4.4778 -0.0156 -0.0030 0.0065 0.591
H 1.4128 0.3966 5.4250 0.0035 -0.0024 0.0046 0.406
H -0.7530 0.2050 6.5965 -0.0076 0.0009 -0.0002 0.423
H -2.8346 -0.0948 5.1951 0.0248 0.0078 0.0259 0.443
H -2.5925 -0.2191 2.7758 -0.2081 -0.0228 -0.2566 0.548
H 4.7584 0.8129 -1.2298 0.0032 -0.0031 -0.0080 0.418
H 4.6447 0.0187 -3.5800 0.0073 -0.0026 0.0065 0.381
H 2.7034 -1.3903 -4.2772 -0.0028 -0.0035 0.0007 0.406
H 0.8625 -1.7375 -2.6543 0.0037 0.0050 0.0024 0.704
O -6.2890 0.2024 1.2518 0.1160 -0.1041 -0.0476 -0.709
S -2.4854 -2.1888 0.8179 -0.0147 0.1236 0.0885 0.023
O -2.8390 -5.0922 0.3012 -0.0049 0.1320 0.0271 -0.775
O -1.9453 -2.1759 -0.6294 0.1988 0.2237 0.2395 -0.518
C -1.7593 -5.5001 -0.1648 0.0415 -0.0661 0.1168 0.387
C -1.7167 -6.5722 -1.1422 0.0536 0.0016 -0.0431 -0.801
C -0.5602 -7.0853 -1.6486 0.0004 -0.0414 -0.0361 -0.241
C 0.7042 -6.6029 -1.2522 0.0092 -0.0033 -0.0074 -0.740
C 0.7406 -5.5822 -0.3367 -0.0096 0.0412 -0.0214 -0.585
C -0.4352 -5.0264 0.1936 0.0989 -0.0669 -0.0645 0.341
S -0.1133 -3.7396 1.2947 -0.1805 0.0528 0.0034 1.046
O 0.6809 -4.1612 2.4072 0.0177 -0.0133 0.0702 -0.649
O -1.4790 -3.2334 1.8460 0.0923 -0.3920 -0.2961 -0.413
O 0.4699 -2.6044 0.5460 0.0478 0.1792 0.3414 -0.177
H -2.6796 -6.9574 -1.4566 -0.0179 0.0243 0.0215 0.371
H -0.6139 -7.8897 -2.3768 -0.0068 -0.0018 0.0006 0.326
H 1.6157 -7.0208 -1.6577 0.0084 0.0100 0.0087 0.370
H 1.6970 -5.1865 -0.0112 0.0015 0.0041 0.0031 0.354
Cl -4.7571 0.0321 1.0766 0.1595 0.1374 0.0899 0.574
C -3.8122 1.5573 0.7968 -0.0016 -0.3261 -0.2942 0.631
C -2.4990 1.2921 0.4223 -0.0008 0.1415 -0.0376 -0.936
C -1.8327 2.4407 0.0494 0.1830 0.2214 0.1487 1.404
Cl -0.1270 2.3169 -0.4056 0.0808 -0.0766 0.1065 -0.156
C -2.3710 3.7247 0.0039 -0.0359 0.0736 0.0378 -0.758
Cl -1.4516 5.0728 -0.5530 0.0156 0.0042 -0.0086 -0.205
C -3.6780 3.9044 0.4307 -0.0481 -0.0671 -0.0081 0.796
Cl -4.3901 5.4744 0.4133 0.0044 0.0565 0.0193 -0.222
C -4.4220 2.7993 0.8561 -0.0163 0.0491 -0.1073 -0.596
Cl -6.0385 3.0572 1.4049 0.0145 0.0674 0.0954 -0.177
O 1.5080 3.7291 -4.1855 -0.0207 -0.0126 0.0197 -0.702
S 1.3560 2.3510 -4.5641 0.0521 0.0216 -0.0680 1.096
O 2.5027 1.6953 -5.1422 -0.0041 -0.0107 0.0187 -0.653
N 0.7453 1.4614 -3.3342 -0.0497 -0.0405 0.0458 -0.176
C -0.4376 0.9758 -3.6171 0.0376 0.0661 0.0001 0.962
S -1.3871 -0.0337 -2.6461 0.0566 0.0236 0.1173 -0.464
C -0.9518 1.3676 -4.9767 -0.0207 -0.0134 -0.0084 0.046
C -2.1539 1.0383 -5.5802 0.0029 -0.0014 0.0055 -0.719
C -2.4013 1.5247 -6.8573 0.0002 -0.0020 -0.0025 -0.632
C -1.4679 2.3215 -7.5169 0.0051 0.0038 0.0011 -0.432
C -0.2623 2.6512 -6.9097 -0.0067 0.0044 0.0025 -0.659
C -0.0382 2.1585 -5.6408 0.0001 0.0049 0.0027 0.146
H -2.8669 0.4173 -5.0542 -0.0038 0.0024 -0.0038 0.466
H -3.3343 1.2813 -7.3500 -0.0008 0.0002 0.0027 0.383
H -1.6856 2.6879 -8.5124 -0.0001 0.0005 0.0003 0.376
H 0.4724 3.2702 -7.4078 -0.0012 0.0001 -0.0020 0.428
```
Forces are in eV/Å.

For the relative energy (zero: lowest compared OMol25 entry of this formula, charge and spin), the calculation gives 767.1 kJ/mol. The HOMO-LUMO gap is 6.237 eV. The net charge is -2. As for the HOMO energy: -2.82 eV. The energy comes out at -6248.18517 hartree. The calculation puts the maximum force at 0.0097 hartree/bohr.